Density functional theory data (ωB97M-V with the def2-TZVPD basis set) for 2 unconnected molecules or ions with the total composition C4H9FNO in a non-equilibrium geometry.

```
16
C4H9FNO (ωB97M-V with the def2-TZVPD basis set)
C 2.109 0.231 -0.183
C -0.779 -1.999 -0.499
C -0.913 1.664 0.713
C -0.463 -0.737 0.208
N -1.166 0.313 0.136
O 2.689 1.019 -1.131
F 2.843 0.174 0.877
H -1.589 -2.038 -1.224
H -0.985 -2.798 0.269
H 0.274 -2.193 -0.817
H 0.122 1.802 1.074
H -1.239 2.558 0.211
H -1.390 1.498 1.741
H 0.315 -0.785 0.962
H -2.019 0.262 -0.497
H 2.191 1.029 -1.840
```

Values from the calculation:
total charge: +1
HOMO energy: -14.2 eV
ΔE to the lowest compared entry with this formula, charge and spin: 2.772 eV
F_max: 0.184 hartree/bohr
spin multiplicity: 1
frontier orbital gap: 10.32 eV